Formula: C8H19BrSi
Source: the OMol25 dataset
Level of theory: ωB97M-V/def2-TZVPD

XYZ file:
```
29
Properties=species:S:1:pos:R:3:forces:R:3:nbo_charge:R:1
C -0.880 1.345 -2.515 -2.2 -2.3 1.2 -0.66
C -1.597 -1.195 -1.867 -4.4 4.2 -3.0 -0.65
C -1.084 1.659 0.867 2.2 -2.8 1.0 -0.68
C -1.143 -0.861 1.324 0.5 0.8 -3.4 -0.70
C 2.109 -1.772 0.308 0.4 1.8 0.9 -1.11
C 2.217 0.529 2.507 -2.1 -0.6 1.0 -1.14
C -0.759 -0.017 -1.898 4.4 0.7 2.8 -0.02
C -0.417 0.316 0.596 1.5 -1.9 -1.0 -0.38
Si 1.501 -0.021 0.805 -0.9 0.4 -0.1 1.53
Br 2.400 1.402 -0.665 0.4 0.3 -0.3 -0.37
H -0.435 2.167 -2.081 1.7 1.2 1.3 0.23
H -0.659 1.339 -3.523 0.8 -0.2 -2.3 0.22
H -1.899 1.571 -2.464 -2.1 0.7 -0.2 0.20
H -2.279 -1.016 -1.049 -1.0 -0.7 0.0 0.21
H -1.132 -2.069 -1.804 2.2 -3.5 0.5 0.21
H -2.163 -1.175 -2.900 0.4 -0.4 1.9 0.20
H -1.924 1.673 0.273 -2.7 0.1 -0.5 0.21
H -1.179 1.577 1.958 -0.6 1.2 -0.2 0.21
H -0.493 2.423 0.473 1.2 1.6 0.1 0.22
H -0.715 -1.862 1.050 -0.4 0.9 0.8 0.22
H -1.245 -0.560 2.317 0.3 -0.3 2.1 0.21
H -2.158 -0.788 0.966 -0.7 -0.6 -0.2 0.20
H 1.820 -2.022 -0.671 0.2 0.2 -1.8 0.24
H 3.216 -1.776 0.466 -1.0 -0.4 -0.2 0.25
H 1.567 -2.528 0.815 -0.1 -0.8 1.4 0.24
H 2.870 1.369 2.427 -0.2 1.2 -0.4 0.25
H 1.246 0.777 3.193 2.6 -0.6 -1.3 0.23
H 2.948 -0.145 2.994 -1.0 -0.4 0.0 0.25
H 0.265 -0.342 -1.903 0.6 0.1 -0.2 0.17
```
Forces are in eV/Å.

As for the frontier orbital gap (spin up / spin down): 0.3037 / 0.2969 hartree. The calculation puts the total energy at -3179.6062 Eh. As for the LUMO energy (spin up / spin down): 0.8 / 0.7 eV. The multiplicity is 1. The energy relative to the best compared isomer or geometry (same formula, charge and spin) comes out at 3.294 eV.